DFT (the ωB97M-V functional and the def2-TZVPD basis) results for AlN2O6 as an isolated structure.

The geometry in XYZ format:
```
9
AlN2O6 (the ωB97M-V functional and the def2-TZVPD basis)
Al -0.01825 1.55584 0.92055
N -0.30842 1.84342 -2.48119
O -0.42781 1.99627 -3.65534
O -1.18865 1.29853 -1.76195
O 0.68849 2.19651 -1.81064
N 0.30496 -2.23411 2.20153
O 1.30868 -2.54241 2.84019
O 0.36251 -1.23567 1.45758
O -0.72151 -2.87838 2.28928
```

Computed properties:
* calculated total energy: -21839.51344 eV
* charge: +1
* ΔE to the lowest compared entry with this formula, charge and spin: 462.8 kJ/mol
* Kohn-Sham gap: 2.47 eV

DFT (the ωB97M-V functional and the def2-TZVPD basis) results for a 9-piece molecular cluster, C27H72O27S9 overall.

The geometry in XYZ format:
```
135
C27H72O27S9 (the ωB97M-V functional and the def2-TZVPD basis)
O 0.20415 2.55760 0.33324
S -0.03139 1.53449 -0.71171
O 1.03934 1.07777 -1.62611
O -0.61307 0.12939 -0.02161
C -0.50653 -1.11824 -0.54619
C -0.55207 -2.02764 0.68561
C -1.54171 2.08592 -1.68596
H 0.48855 -1.12086 -0.99103
H -1.32320 -1.29801 -1.24537
H -1.51652 -1.68343 1.05904
H 0.22535 -1.85549 1.42997
H -0.54115 -3.08820 0.43427
H -2.22078 2.41364 -0.89884
H -2.06750 1.27081 -2.18317
H -1.18021 2.89790 -2.31692
O 2.50359 1.76329 5.88866
S 3.29804 1.58229 4.70854
O 3.91075 0.31111 4.33895
O 2.41611 2.08665 3.31453
C 0.99422 2.27157 3.28282
C 0.46351 0.80966 2.77476
C 4.57027 2.88439 4.62673
H 0.62035 2.98242 2.54594
H 0.66410 2.44003 4.30789
H -0.60299 0.75040 2.55754
H 0.66403 0.02537 3.50467
H 0.89834 0.59170 1.79930
H 3.97916 3.79773 4.69391
H 5.16719 2.74603 3.72527
H 5.32574 2.93780 5.41064
O 5.97375 2.01997 1.06347
S 4.97995 3.02107 0.66667
O 4.69393 4.21329 1.44544
O 5.02177 3.49698 -0.97314
C 4.12036 4.39515 -1.45863
C 3.80173 4.21656 -2.93308
C 3.44511 2.04882 0.47838
H 4.40903 5.41148 -1.19059
H 3.20011 4.34779 -0.87640
H 3.42716 3.25610 -3.28704
H 4.75328 4.41398 -3.42673
H 3.05099 4.93274 -3.26710
H 2.60419 2.71233 0.68015
H 3.53884 1.18385 1.13501
H 3.44840 1.65761 -0.53900
O 2.08665 -2.05669 -2.47363
S 3.43433 -1.52507 -2.01774
O 3.70903 -1.22626 -0.60032
O 4.75954 -2.42846 -2.64150
C 4.99701 -3.70914 -2.12571
C 6.04080 -4.53423 -2.80465
C 3.74015 0.01430 -3.07746
H 4.02870 -4.20865 -2.09455
H 5.22580 -3.65485 -1.06138
H 5.50201 -5.35530 -3.27756
H 6.99351 -4.73793 -2.31583
H 6.36306 -4.06563 -3.73453
H 4.15082 -0.21006 -4.06189
H 4.29049 0.61458 -2.35296
H 2.74704 0.39218 -3.32047
O 1.06607 -3.50423 3.50179
S 2.26445 -3.63909 4.30781
O 2.29660 -3.27157 5.69854
O 2.70970 -5.26668 4.23667
C 1.85693 -6.15661 4.97329
C 1.06701 -7.08788 4.08463
C 3.67333 -2.91787 3.40438
H 1.16590 -5.58205 5.59010
H 2.49759 -6.71571 5.65524
H 0.25535 -7.71434 4.45457
H 1.78870 -7.72521 3.57369
H 0.70828 -6.38312 3.33447
H 4.02938 -2.35039 4.26420
H 3.18914 -2.30855 2.64123
H 4.30555 -3.73448 3.05576
O -4.86088 3.93964 0.59316
S -5.72506 4.61616 -0.36695
O -6.84464 5.47087 0.08951
O -4.76493 5.54568 -1.29462
C -3.51558 5.16614 -1.86435
C -2.34379 5.41424 -0.84152
C -6.33051 3.50424 -1.75554
H -3.34225 5.99391 -2.55199
H -3.48028 4.18297 -2.33365
H -1.42159 5.55187 -1.40606
H -2.16607 4.59011 -0.15063
H -2.60258 6.20552 -0.13795
H -7.12112 4.02316 -2.29755
H -6.69481 2.61206 -1.24624
H -5.62209 3.07376 -2.46329
O -4.23466 1.30757 -3.31355
S -4.38814 -0.07760 -2.96680
O -3.31546 -1.04803 -2.96039
O -5.12979 -0.05213 -1.45272
C -4.54374 -0.56843 -0.28690
C -5.52088 -0.38046 0.84444
C -5.85174 -0.71972 -3.90037
H -3.51067 -0.28052 -0.09207
H -4.40020 -1.64728 -0.34675
H -6.52470 -0.79620 0.75719
H -5.73586 0.68161 0.96231
H -4.96702 -0.70012 1.72714
H -6.73307 -0.11696 -3.68120
H -6.15021 -1.69971 -3.52802
H -5.58376 -0.87869 -4.94488
O -2.23805 -5.21677 2.39150
S -2.96661 -4.38245 3.36404
O -3.81054 -3.29959 2.91532
O -3.84513 -5.32702 4.38781
C -3.32560 -6.64097 4.74063
C -4.11489 -7.07359 5.88514
C -1.66512 -3.61433 4.48091
H -2.27846 -6.64177 5.04326
H -3.38299 -7.30479 3.87800
H -3.98534 -6.39431 6.72770
H -3.96024 -8.09441 6.23457
H -5.14803 -7.02904 5.54056
H -2.11554 -3.04733 5.29562
H -1.19338 -2.88818 3.81889
H -0.94435 -4.39099 4.73658
O -2.02481 3.37628 -4.79711
S -1.46037 2.56539 -5.85538
O -2.33024 1.87315 -6.85331
O -0.44312 3.43461 -6.80141
C 0.32127 4.41984 -6.24693
C 1.75001 4.48495 -6.73120
C -0.22998 1.40089 -5.11735
H 0.22169 4.53104 -5.16721
H -0.04778 5.38623 -6.59045
H 2.12098 3.46834 -6.60085
H 2.46418 5.13375 -6.22412
H 1.84042 4.78602 -7.77488
H -0.63240 0.81605 -4.29022
H 0.62452 1.99522 -4.79376
H 0.07881 0.72531 -5.91505
```

Computed properties:
* calculated total energy: -181956.19305 eV
* ΔE to the lowest compared entry with this formula, charge and spin: 656.0 kJ/mol
* Kohn-Sham gap: 10.49 eV
* SMILES: CCOS(C)(=O)=O.CCOS(C)(=O)=O.CCOS(C)(=O)=O.CCOS(C)(=O)=O.CCOS(C)(=O)=O.CCOS(C)(=O)=O.CCOS(C)(=O)=O.CCOS(C)(=O)=O.CCOS(C)(=O)=O

DFT (the ωB97M-V functional and the def2-TZVPD basis) results for a 8-piece molecular cluster, C35H50N8 overall.

The geometry in XYZ format:
```
93
C35H50N8 (the ωB97M-V functional and the def2-TZVPD basis)
N 0.80677 -2.98901 -1.40334
C 0.18619 -3.87311 -2.16235
C 0.47501 -4.20462 -3.44174
C 1.64396 -3.68340 -3.96916
C 2.35735 -2.76026 -3.22029
C 1.89002 -2.43916 -1.99178
H -0.70391 -4.37514 -1.69212
H -0.17257 -4.90428 -3.98832
H 1.92607 -3.92197 -4.99578
H 3.15941 -2.16906 -3.54676
H 2.41575 -1.70923 -1.41876
N -1.04716 -1.98936 3.63730
C -2.32912 -2.13624 3.86799
C -3.00957 -3.29434 3.68675
C -2.31447 -4.42541 3.35099
C -0.95694 -4.36630 3.18855
C -0.39276 -3.11630 3.31713
H -2.86655 -1.28305 4.22802
H -4.09150 -3.36513 3.66278
H -2.86331 -5.36072 3.17674
H -0.37468 -5.24105 2.95890
H 0.69786 -3.00941 3.05758
N 2.83501 0.83470 -1.25657
C 4.06498 1.00060 -0.70689
C 4.34587 2.09080 0.04638
C 3.37314 3.07532 0.24954
C 2.11833 2.93546 -0.24035
C 1.89123 1.77056 -0.96510
H 4.81067 0.20777 -0.87916
H 5.34209 2.29181 0.44868
H 3.63659 3.94207 0.88040
H 1.26729 3.58587 -0.07332
H 0.94474 1.61088 -1.38184
C 2.89641 -1.58492 4.11644
C 2.44426 -0.55532 3.06963
C 2.60780 -1.02452 1.60851
C 4.06617 -1.39929 1.38654
N 5.17533 -1.68239 1.28156
H 2.13323 -2.31981 4.30584
H 2.92211 -1.13143 5.12041
H 3.87425 -1.97879 3.87277
H 3.02569 0.39234 3.19559
H 1.41053 -0.26701 3.16132
H 2.29284 -0.20470 0.94807
H 2.03492 -1.93246 1.34398
C 0.37926 1.37655 -5.54615
C 1.44978 0.87707 -4.57188
C 2.60546 1.88105 -4.38127
C 3.40641 2.05882 -5.59304
N 4.04042 2.15183 -6.53557
H 0.85443 1.53892 -6.52896
H -0.11370 2.30389 -5.17796
H -0.40229 0.66249 -5.74725
H 1.81234 -0.11693 -4.82203
H 0.90526 0.81792 -3.62722
H 3.25888 1.48661 -3.60323
H 2.28316 2.85287 -4.09711
C -4.94121 2.23832 -1.19556
C -4.72537 1.36489 -2.45488
C -3.69151 1.91384 -3.36963
C -4.09826 3.21203 -3.87036
N -4.40745 4.21686 -4.36655
H -4.25239 2.03840 -0.34441
H -5.97362 2.11837 -0.85875
H -4.84024 3.32729 -1.44150
H -5.65477 1.20492 -2.91635
H -4.36770 0.30599 -2.17948
H -3.56520 1.25533 -4.18093
H -2.69377 1.95540 -2.88432
C -2.72678 1.91128 3.84549
C -1.82470 1.91917 5.08597
C -0.42507 1.41023 4.72479
C 0.35740 2.29771 3.84478
N 0.92497 3.10113 3.24073
H -3.69572 2.28295 4.13279
H -2.33375 2.62827 3.14474
H -2.82930 0.91247 3.37601
H -2.20859 1.29980 5.90871
H -1.80254 2.97075 5.40138
H -0.46216 0.39394 4.39002
H 0.11663 1.23240 5.65954
C -1.13906 1.26443 0.55076
C -0.61174 -0.15164 0.71455
C -1.50396 -1.23561 0.05289
C -1.72772 -0.81348 -1.33792
N -1.87525 -0.37809 -2.40600
H -0.43305 2.02024 0.96618
H -2.10893 1.39882 1.02682
H -1.30225 1.55136 -0.48503
H -0.49561 -0.42985 1.77359
H 0.37352 -0.13611 0.31697
H -2.50101 -1.33403 0.51018
H -0.98255 -2.19987 0.02173
```

Computed properties:
* calculated total energy: -49024.63288 eV
* Kohn-Sham gap: 10.28 eV
* SMILES: c1ccncc1.c1ccncc1.c1ccncc1.CCCC#N.CCCC#N.CCCC#N.CCCC#N.CCCC#N

DFT (the ωB97M-V functional and the def2-TZVPD basis) results for a single C3H6N2 molecule.

The geometry in XYZ format:
```
11
C3H6N2 (the ωB97M-V functional and the def2-TZVPD basis)
C 1.04065 -0.37737 0.04854
C 0.24962 0.90749 -0.09336
C -1.29249 0.45929 0.10727
H 1.45913 -0.64083 1.10892
H 1.71806 -0.47671 -0.81565
H 0.30963 1.67237 -0.94532
H 0.42461 1.69080 0.76015
H -2.18109 1.03033 0.00261
H -0.18947 -2.23459 -0.05529
N -1.39048 -0.75381 -0.04495
N -0.14816 -1.27697 -0.07293
```

Computed properties:
* calculated total energy: -6185.94492 eV
* ΔE to the lowest compared entry with this formula, charge and spin: 250.9 kJ/mol
* Kohn-Sham gap: 9.16 eV
* SMILES: C1=NNCC1

DFT (the ωB97M-V functional and the def2-TZVPD basis) results for C14H17N7O7PS4W as an isolated structure.

The geometry in XYZ format:
```
51
C14H17N7O7PS4W (the ωB97M-V functional and the def2-TZVPD basis)
W 0.74652 0.30383 -0.45876
N -1.53346 -1.85082 -3.82329
C -0.75900 -1.48416 -2.77706
S -1.38130 -0.27937 -1.70019
N 0.38660 -2.07624 -2.62815
N 1.03436 -1.64365 -1.50371
C 1.99616 -2.39831 -1.12477
C 2.63101 -2.11697 0.14818
C 3.62876 -2.90556 0.67430
C 4.10950 -2.61032 1.94488
C 3.56171 -1.54519 2.62919
C 2.56996 -0.78825 2.02065
N 2.11107 -1.07126 0.80647
H -2.26213 -1.22170 -4.10924
H -1.10392 -2.42481 -4.53071
H 2.24642 -3.26915 -1.71814
H 4.01113 -3.73468 0.09504
H 4.89806 -3.20369 2.38722
H 3.90556 -1.26624 3.61408
H 2.13518 0.07226 2.50582
O 4.16280 1.11527 0.89436
S 3.13642 1.62323 0.02568
O 3.39987 2.85422 -0.64088
O 1.77883 1.65766 0.78280
O 2.73001 0.51867 -1.00201
C -5.09082 -0.88991 0.43900
C -3.82210 -0.86808 1.25187
O -3.18629 0.41703 1.02648
P -1.71406 0.74573 1.50337
S -0.47578 -0.81213 1.52847
S -0.94334 2.05501 0.20813
O -1.85039 1.26134 2.98993
C -2.93753 2.11883 3.43391
C -2.89609 3.48445 2.78779
H -5.59427 -1.84751 0.57614
H -4.85854 -0.76286 -0.61771
H -5.76512 -0.09290 0.75086
H -3.12833 -1.64645 0.93482
H -4.01813 -0.97768 2.32078
H -2.79427 2.17667 4.50966
H -3.87950 1.60867 3.22963
H -1.91952 3.94819 2.92450
H -3.65551 4.11893 3.24607
H -3.10590 3.42610 1.71877
O 0.70485 1.74793 -1.96573
N 1.06304 0.90766 -2.92048
C 1.85914 1.31543 -3.83739
C 2.23955 0.34136 -4.83361
N 2.54046 -0.43180 -5.62716
C 2.34512 2.66847 -3.96465
N 2.74318 3.73279 -4.12521
```

Computed properties:
* calculated total energy: -94014.31025 eV
* multiplicity: 2
* ΔE to the lowest compared entry with this formula, charge and spin: 48.1 kJ/mol
* <S²>: 0.764
* Kohn-Sham gap (spin up / spin down): 7.33 / 7.14 eV